Here is 10 unconnected molecules or ions with the total composition C29H61Cl2N7O13 at a distorted geometry from the Open Molecules 2025 dataset. Energies are from ωB97M-V/def2-TZVPD.

The geometry in XYZ format:
```
112
Properties=species:S:1:pos:R:3:forces:R:3
C -2.86328 0.16344 -4.34006 -1.258 0.157 -1.648
C -4.20688 0.90757 -4.26157 -0.638 -0.094 0.304
O -4.23047 1.59983 -2.95847 1.119 -1.737 -0.819
C -3.00317 1.34952 -2.39064 -1.286 1.449 -1.370
O -2.67790 1.91585 -1.39269 0.691 -0.624 0.502
O -2.24541 0.64137 -3.23335 2.443 0.613 3.153
H -2.25066 0.34627 -5.22289 -0.044 0.347 0.064
H -2.97129 -0.91987 -4.28645 -0.250 -0.125 0.237
H -4.93961 0.10059 -4.25765 -0.729 0.588 -0.103
H -4.38174 1.71123 -4.97686 -0.002 -0.478 -0.277
C 3.27811 2.83773 1.14209 1.476 2.506 0.418
C 4.22955 3.86581 0.43612 -0.644 1.253 3.104
O 4.61670 3.22771 -0.68839 0.548 -1.875 -3.367
C 4.37109 1.92130 -0.58115 -1.037 -3.849 -4.076
O 4.45019 1.03971 -1.50281 0.436 3.992 3.992
O 3.80587 1.64870 0.60385 -0.577 -0.894 -0.048
H 2.24226 3.11337 0.94424 0.097 -0.762 -0.681
H 3.37188 2.85929 2.22783 0.233 -0.252 -0.096
H 5.17429 4.04672 0.94879 -0.250 0.274 0.824
H 3.72952 4.81455 0.24129 0.004 -0.127 -0.261
C -0.76496 4.25985 -0.11372 0.644 -0.965 0.216
C -0.18213 5.65732 -0.07696 -1.263 -1.085 -1.192
O 0.97713 5.94966 -0.18637 1.988 -0.214 0.362
N -1.12432 6.58414 -0.02699 -2.408 1.376 -0.147
C -0.85916 7.98710 -0.22866 -0.355 0.482 1.077
H -0.36772 3.76963 0.77509 -0.036 -0.301 -0.036
H -0.45059 3.69054 -0.98845 0.584 0.191 -0.022
H -1.83868 4.07506 -0.14671 -0.149 0.775 0.331
H -2.04679 6.27047 -0.29300 0.100 0.014 0.296
H -1.77464 8.57856 -0.24226 -0.468 -0.525 -1.096
H -0.20393 8.13790 -1.08659 0.030 0.388 0.307
H -0.55011 8.43299 0.71674 1.374 -0.179 -0.118
C -2.79086 2.93944 7.48075 -0.935 -0.560 1.474
C -1.80508 3.24022 6.38292 2.208 -1.289 2.468
O -0.58243 3.05967 6.52339 -1.533 0.647 -0.206
N -2.38702 3.62917 5.28215 -2.030 0.116 -1.560
C -1.71675 3.78555 4.04693 1.137 0.984 -1.152
H -2.70529 1.92290 7.86472 0.544 -0.150 -0.223
H -3.85815 3.00374 7.26892 0.002 0.213 -0.821
H -2.73661 3.55190 8.38078 0.738 0.316 -0.168
H -3.36677 3.38755 5.23974 0.093 0.388 -0.060
H -0.76442 3.25529 4.04963 -0.298 -0.338 -0.128
H -1.43500 4.82508 3.87940 0.037 0.295 0.164
H -2.34714 3.56406 3.18575 0.020 -0.552 0.219
C -2.45595 -3.74471 -0.38163 -0.370 -1.192 0.893
C -2.88774 -2.52078 0.37602 1.123 -0.348 -1.487
O -2.21371 -2.17268 1.34148 -0.427 0.643 0.690
N -3.91246 -1.79403 -0.11253 0.215 1.039 0.001
C -4.97159 -2.16409 -1.07743 0.173 -0.811 0.867
H -1.78461 -4.31203 0.26302 0.286 0.299 0.069
H -1.94378 -3.60762 -1.33398 -0.479 0.302 -0.110
H -3.32083 -4.40712 -0.41727 -0.107 -0.042 -0.826
H -4.03851 -1.02389 0.52862 -0.568 0.334 -0.331
H -4.57736 -2.86231 -1.81580 -0.046 -0.491 0.488
H -5.48351 -1.46204 -1.73558 0.740 1.165 0.532
H -5.75408 -2.54057 -0.41859 -0.396 -0.735 -0.608
C 1.49849 -4.70338 0.71870 0.322 0.281 -0.158
C 1.93375 -4.85359 -0.73493 -0.062 1.150 0.050
O 1.78560 -3.91887 -1.50588 -0.763 0.200 -0.389
N 2.53966 -5.97228 -1.13754 1.267 -1.852 1.714
C 3.12819 -6.30005 -2.41044 -0.751 0.176 -0.578
H 2.31574 -4.93884 1.40044 -0.022 -0.340 0.033
H 0.59915 -5.25851 0.98538 0.146 -0.185 -0.157
H 1.29108 -3.64375 0.86791 -0.134 -0.087 -0.121
H 2.99057 -6.51475 -0.41468 -0.649 0.054 0.343
H 3.60606 -5.42786 -2.85657 -0.078 -0.302 -0.113
H 2.32199 -6.71153 -3.01774 0.146 0.345 -0.586
H 3.82888 -7.12709 -2.29577 0.161 0.285 0.230
C 1.08088 -2.17637 -5.57611 -0.677 -1.962 1.515
C 1.02357 -0.78085 -5.02749 -1.975 1.952 -3.051
O 0.11892 -0.05149 -5.50322 1.121 -0.527 1.101
N 1.93541 -0.34430 -4.16762 0.942 0.145 0.587
C 2.02271 1.02126 -3.59074 -0.971 -0.816 -0.493
H 0.14480 -2.49104 -6.03744 0.022 0.833 -0.453
H 0.99142 -2.79250 -4.68140 0.419 -0.459 0.422
H 1.88886 -2.64464 -6.13824 0.416 0.903 -0.015
H 2.56576 -1.05605 -3.82676 0.167 0.299 0.250
H 1.06614 1.51654 -3.75739 -0.204 -0.305 0.255
H 2.73128 1.67651 -4.09737 0.483 -0.441 0.153
H 2.22130 0.88995 -2.52706 0.177 0.378 -0.244
C -3.57426 -2.56977 4.70997 -0.774 -0.131 -0.838
C -2.65289 -1.60032 5.38371 2.357 -0.702 3.495
O -2.47493 -1.65690 6.63923 -1.180 0.499 -2.202
N -1.80775 -0.86528 4.63100 -2.508 -1.294 -1.106
C -0.88348 0.12430 5.08985 -0.334 -0.006 -1.135
H -4.61153 -2.41096 5.00479 0.095 0.033 0.414
H -3.30529 -3.59834 4.95040 0.094 0.157 0.334
H -3.61323 -2.52984 3.62139 0.408 0.316 -0.112
H -1.94046 -1.10583 3.65909 0.476 0.635 -0.392
H -0.90942 0.92501 4.35075 0.053 0.200 0.180
H 0.09581 -0.33920 4.97045 0.390 0.492 1.087
H -1.25406 0.51298 6.03838 0.857 -0.344 0.147
C 4.29107 -2.39801 -0.26033 0.382 1.827 -0.883
C 4.82899 -2.47304 -1.68313 1.982 -0.239 0.647
O 6.03111 -2.37750 -1.88159 0.576 0.236 0.185
N 3.99859 -2.77286 -2.66440 -0.921 -0.469 -1.834
C 4.44082 -3.22659 -4.03952 -1.125 0.296 1.655
H 4.72408 -1.47867 0.13387 0.594 -0.150 0.172
H 4.71922 -3.24427 0.27691 -0.789 -0.030 0.225
H 3.24835 -2.08111 -0.23977 -0.354 -1.251 0.256
H 3.10224 -3.06849 -2.30489 -0.482 -0.219 -0.599
H 3.87074 -4.13202 -4.24760 0.121 -0.056 -0.133
H 5.50879 -3.44447 -4.04859 -0.155 0.346 0.010
H 4.10704 -2.49793 -4.77827 0.520 0.110 -0.064
Cl 0.61056 1.68597 2.14294 -0.187 -0.899 0.083
C -0.17814 0.76053 0.80311 -0.072 1.040 -1.155
C 0.72164 -0.16808 -0.01895 0.053 -0.243 0.219
Cl -0.25994 -0.81251 -1.33275 -0.600 -0.295 -0.476
H -0.41111 1.54442 0.08246 -0.157 0.079 0.058
H -1.16845 0.42873 1.11502 0.495 -0.739 0.286
H 1.16118 -1.05394 0.43947 -0.038 0.405 0.511
H 1.48098 0.39088 -0.56582 0.216 0.122 0.658
```
Positions in Å, forces in eV/Å.

Summary:
Total energy ... -93154.9362 eV
Multiplicity ... 2
Charge ... -1
Lowest unoccupied orbital energy (spin up / spin down) ... 0.077 / 0.076 Eh
Gap between HOMO and LUMO (spin up / spin down) ... 1.71 / 9.12 eV